Record 1
Molecular formula: C22H28FN7O3RhSbSe4
Method: DFT, wB97M-V/def2-TZVPD

Each line ends with the natural charge from an NBO analysis.
CARTESIAN COORDINATES (ANGSTROEM)
Rh1 -3.74 0.89 -0.02  0.8945
F1 2.61 -1.81 -0.20  -0.3590
C1 2.28 -0.50 0.05  0.4230
C2 0.95 -0.14 0.03  -0.3532
C3 0.55 1.21 0.20  -0.1633
C4 -0.83 1.55 0.17  0.4556
O1 -1.71 0.60 0.02  -0.7827
C5 -1.14 2.94 0.30  -0.3009
C6 -0.14 3.84 0.41  0.0846
N1 1.20 3.52 0.41  -0.3886
C7 2.06 4.66 0.27  -0.0277
C8 3.39 4.66 -0.43  -0.4381
C9 3.32 4.93 1.05  -0.4391
C10 1.57 2.18 0.39  0.2928
C11 2.87 1.76 0.57  -0.3864
C12 3.26 0.41 0.38  -0.0244
N2 4.66 0.13 0.52  -0.4742
C13 5.11 -1.23 0.73  -0.2273
C14 6.54 -1.12 1.32  -0.2453
N3 6.70 0.30 1.73  -0.5166
C15 6.82 1.18 0.54  -0.2340
C16 5.59 0.84 -0.34  -0.2402
C17 -2.53 3.55 0.36  0.7812
O2 -2.62 4.77 0.39  -0.6481
O3 -3.55 2.77 0.43  -0.7289
H1 0.20 -0.89 -0.17  0.2438
H2 -0.40 4.89 0.49  0.2423
H3 1.46 5.54 0.08  0.2300
H4 3.59 5.48 -1.10  0.2246
H5 3.79 3.72 -0.78  0.2152
H6 3.47 5.93 1.41  0.2246
H7 3.68 4.18 1.73  0.2096
H8 3.65 2.44 0.86  0.1902
H9 5.13 -1.84 -0.18  0.2088
H10 4.43 -1.71 1.44  0.2387
H11 7.31 -1.37 0.59  0.2187
H12 6.67 -1.78 2.19  0.2355
H13 7.45 0.44 2.41  0.4368
H14 5.75 0.53 2.10  0.4646
H15 7.76 1.00 0.02  0.2235
H16 6.78 2.22 0.88  0.2286
H17 5.89 0.24 -1.21  0.1917
H18 5.12 1.75 -0.71  0.2495
Se1 -7.19 -1.87 0.36  -0.7154
Sb1 -7.64 0.46 -0.25  0.8959
Se2 -5.46 1.37 -1.38  -0.0403
Se3 -9.12 0.36 -2.23  -0.1999
Se4 -8.57 1.91 1.53  -0.5960
C18 -5.44 -4.18 -2.41  -0.6300
C19 -4.82 -5.06 -1.33  -0.2124
C20 -5.77 -5.23 -0.16  -0.6177
C21 -3.46 -4.50 -0.86  -0.2165
N4 -3.57 -3.17 -0.34  -0.1707
C22 -3.68 -2.01 -1.01  0.2132
N5 -3.82 -1.05 -0.11  -0.2977
N6 -3.80 -1.65 1.09  -0.0243
N7 -3.65 -2.89 0.96  -0.0274
H19 -6.32 -4.66 -2.82  0.2264
H20 -4.74 -4.00 -3.23  0.1938
H21 -5.76 -3.22 -1.99  0.2363
H22 -4.60 -6.04 -1.76  0.2048
H23 -5.96 -4.27 0.33  0.2311
H24 -5.36 -5.91 0.58  0.2054
H25 -6.72 -5.61 -0.50  0.2203
H26 -2.75 -4.48 -1.68  0.2122
H27 -3.08 -5.12 -0.05  0.2343
H28 -3.64 -1.86 -2.07  0.2438

The HOMO energy (spin up / spin down) comes out at -4.873 / -6.602 eV. The frontier orbital gap (spin up / spin down) is 3.52 / 4.88 eV. As for the multiplicity: 5.

---

Record 2
Molecular formula: C22H28KO11S2
Method: DFT, wB97M-V/def2-TZVPD

Each line ends with the natural charge from an NBO analysis.
CARTESIAN COORDINATES (ANGSTROEM)
K1 0.28 0.03 -0.10  0.8898
C1 1.05 3.56 2.17  -0.0824
C2 2.28 3.25 1.32  -0.0892
O1 2.23 1.90 0.94  -0.5306
C3 2.86 1.60 -0.29  -0.0940
C4 2.20 2.26 -1.50  -0.1014
O2 0.80 2.31 -1.33  -0.5645
C5 0.13 2.94 -2.39  -0.0943
C6 -1.37 2.77 -2.15  -0.0930
O3 -1.78 2.89 -0.80  -0.5213
C7 -1.70 4.16 -0.21  -0.0718
C8 -0.38 4.44 0.49  -0.0860
O4 -0.18 3.46 1.48  -0.5319
H1 1.16 4.56 2.61  0.1499
H2 0.99 2.82 2.97  0.2283
H3 3.18 3.45 1.92  0.1698
H4 2.32 3.91 0.45  0.1645
H5 2.87 0.51 -0.37  0.2270
H6 3.92 1.91 -0.28  0.1677
H7 2.45 1.68 -2.39  0.2192
H8 2.55 3.30 -1.65  0.1497
H9 0.38 2.47 -3.35  0.2037
H10 0.44 4.00 -2.43  0.1458
H11 -1.65 1.76 -2.44  0.2434
H12 -1.92 3.49 -2.78  0.1533
H13 -2.50 4.21 0.53  0.1846
H14 -1.88 4.95 -0.96  0.1588
H15 -0.43 5.45 0.94  0.1538
H16 0.44 4.44 -0.24  0.1711
O5 -0.28 -2.33 0.13  -1.0422
S1 0.66 -3.39 -0.27  1.5526
O6 2.11 -2.76 -0.41  -0.5481
O7 2.34 -2.64 1.04  -0.6641
C9 0.31 -3.66 -2.05  -0.1680
C10 0.25 -5.02 -2.31  -0.2374
C11 -0.05 -5.53 -3.57  -0.2237
C12 -0.31 -4.65 -4.60  -0.2204
C13 -0.26 -3.28 -4.35  -0.1922
C14 0.04 -2.76 -3.10  -0.3396
S2 0.04 -0.94 -3.03  2.4113
O8 0.01 -0.51 -4.42  -1.0119
O9 -1.15 -0.55 -2.27  -1.0344
O10 1.27 -0.59 -2.32  -1.0477
H17 0.45 -5.71 -1.50  0.2110
H18 -0.09 -6.60 -3.73  0.2015
H19 -0.55 -5.00 -5.59  0.2017
H20 -0.45 -2.58 -5.15  0.2434
C15 -2.12 0.73 2.70  -0.7365
C16 -0.88 -0.07 3.05  0.5642
O11 0.21 0.45 3.04  -0.5578
C17 -1.04 -1.51 3.37  -0.1022
C18 -2.26 -2.02 3.84  -0.2006
C19 -2.37 -3.36 4.15  -0.2423
C20 -1.29 -4.21 3.97  -0.1993
C21 -0.08 -3.71 3.48  -0.2024
C22 0.05 -2.36 3.19  -0.1554
H21 -1.79 1.67 2.23  0.2557
H22 -2.68 0.96 3.60  0.2236
H23 -2.78 0.19 2.03  0.2323
H24 -3.11 -1.36 3.96  0.2012
H25 -3.31 -3.76 4.52  0.2017
H26 -1.38 -5.26 4.19  0.2018
H27 0.75 -4.37 3.29  0.2257
H28 0.97 -1.99 2.76  0.2786

The HOMO energy comes out at -4.367 eV. The energy relative to the best compared isomer or geometry (same formula, charge and spin) is 455.4 kJ/mol. The frontier orbital gap is 6.48 eV. The charge is -1.

---

Record 3
Molecular formula: C22H28N2O2S
Method: DFT, wB97M-V/def2-TZVPD

Each line ends with the natural charge from an NBO analysis.
CARTESIAN COORDINATES (ANGSTROEM)
C1 1.81 2.97 1.01  -0.6244
C2 3.02 2.32 0.14  -0.0644
C3 3.88 1.52 0.73  -0.1735
C4 4.83 0.82 0.04  -0.0694
C5 5.00 1.00 -1.42  -0.2393
C6 4.06 1.97 -1.84  -0.1421
C7 2.98 2.51 -1.03  -0.2151
H1 2.39 3.35 -1.82  0.2195
H2 4.22 2.33 -3.03  0.2104
H3 5.84 0.69 -1.82  0.2083
C8 5.62 0.08 0.79  -0.4655
H4 6.29 -0.48 0.00  0.1936
H5 6.24 0.20 1.47  0.2246
S1 4.77 -1.37 1.65  0.0729
C9 4.52 -2.68 0.14  -0.4510
H6 3.92 -3.52 0.86  0.2400
C10 3.79 -2.28 -0.88  -0.2524
N1 2.47 -1.58 -0.47  -0.5589
C11 1.42 -2.06 -0.79  0.6415
O1 1.20 -3.21 -1.14  -0.6717
C12 0.08 -1.41 -0.34  -0.1233
C13 -0.06 0.08 -0.15  -0.1887
C14 -1.09 0.75 0.18  -0.2275
C15 -2.22 -0.02 0.81  0.0104
C16 -2.09 -1.29 0.44  -0.2305
C17 -0.88 -2.10 0.23  -0.1429
H7 -0.89 -3.38 0.26  0.2491
H8 -2.90 -1.85 1.03  0.2063
C18 -3.48 0.59 1.23  -0.2328
N2 -4.56 -0.04 0.65  -0.4552
C19 -5.80 0.59 1.16  -0.1993
C20 -7.02 -0.34 0.53  -0.0487
H9 -7.90 0.10 1.09  0.1868
O2 -7.11 -0.30 -0.77  -0.5157
C21 -5.94 -0.68 -1.36  -0.0211
C22 -4.65 0.37 -0.82  -0.2080
H10 -3.76 -0.21 -1.50  0.2210
H11 -4.81 1.25 -0.86  0.1314
H12 -6.06 -0.41 -2.42  0.1859
H13 -5.87 -1.56 -1.07  0.1605
H14 -6.79 -1.45 1.08  0.1324
H15 -5.88 0.39 2.53  0.1627
H16 -6.07 1.51 1.05  0.1564
H17 -3.50 0.41 2.24  0.2220
H18 -3.45 1.76 0.79  0.1373
H19 -0.98 1.65 0.04  0.1908
H20 0.96 0.45 -0.69  0.1916
H21 2.68 -0.84 0.05  0.4111
H22 4.38 -1.29 -1.57  0.1813
H23 3.39 -2.89 -1.56  0.2530
H24 5.55 -2.97 -0.09  0.2410
H25 3.60 1.22 1.75  0.2127
H26 1.23 3.52 0.16  0.2205
H27 1.30 2.15 1.62  0.2305
H28 2.28 3.65 1.71  0.2160

The HOMO energy comes out at -8.831 eV. The energy relative to the best compared isomer or geometry (same formula, charge and spin) is 2049.5 kJ/mol. The frontier orbital gap is 9.28 eV.

---

Record 4
Molecular formula: C22H28N2O3
Method: DFT, wB97M-V/def2-TZVPD

Each line ends with the natural charge from an NBO analysis.
CARTESIAN COORDINATES (ANGSTROEM)
C1 -9.95 -0.15 -0.06  -0.5992
C2 -8.48 -0.52 0.05  -0.5063
C3 -7.61 0.70 0.30  0.5816
O1 -8.08 1.80 0.50  -0.5467
C4 -6.14 0.49 0.25  -0.2029
C5 -5.32 1.63 0.23  -0.1260
C6 -3.95 1.51 0.13  -0.2667
C7 -3.36 0.25 0.06  0.3262
C8 -4.16 -0.89 0.12  -0.2745
C9 -5.54 -0.76 0.21  -0.1585
H1 -6.13 -1.66 0.25  0.2145
H2 -3.73 -1.87 0.10  0.2149
O2 -2.01 0.23 -0.08  -0.5094
C10 -1.38 -1.01 -0.37  -0.0849
C11 0.05 -0.72 -0.85  0.0683
O3 0.01 0.10 -1.99  -0.7155
H3 -0.50 0.89 -1.77  0.4740
C12 0.94 -0.14 0.27  -0.2342
N1 2.29 -0.66 0.14  -0.4480
C13 3.10 -0.50 1.32  -0.2322
C14 4.40 -1.31 1.15  -0.2099
N2 5.13 -0.88 -0.03  -0.4567
C15 6.14 0.06 0.08  0.2674
C16 6.31 1.10 -0.85  -0.3131
C17 7.38 1.97 -0.76  -0.1732
C18 8.31 1.84 0.26  -0.2630
C19 8.15 0.82 1.18  -0.1863
C20 7.09 -0.05 1.09  -0.2871
H4 7.02 -0.86 1.81  0.2076
H5 8.88 0.70 1.98  0.2103
H6 9.14 2.52 0.33  0.2109
H7 7.48 2.75 -1.49  0.2088
H8 5.60 1.24 -1.65  0.2087
C21 4.28 -0.95 -1.19  -0.2184
C22 3.00 -0.13 -1.02  -0.2508
H9 3.24 0.93 -0.88  0.1674
H10 2.36 -0.23 -1.90  0.2261
H11 3.99 -2.00 -1.32  0.2007
H12 4.83 -0.64 -2.08  0.2123
H13 4.13 -2.36 1.02  0.1963
H14 5.01 -1.20 2.04  0.2105
H15 3.37 0.56 1.50  0.1673
H16 2.56 -0.87 2.19  0.2005
H17 0.90 0.96 0.23  0.1754
H18 0.55 -0.46 1.24  0.2003
H19 0.50 -1.67 -1.17  0.1986
H20 -1.36 -1.66 0.51  0.1795
H21 -1.92 -1.51 -1.18  0.1894
H22 -3.32 2.38 0.10  0.2246
H23 -5.79 2.60 0.28  0.2377
H24 -8.14 -1.01 -0.86  0.2211
H25 -8.33 -1.21 0.88  0.2233
H26 -10.11 0.52 -0.90  0.2140
H27 -10.55 -1.05 -0.21  0.2061
H28 -10.28 0.35 0.84  0.2193

The HOMO energy comes out at -7.561 eV. The energy relative to the best compared isomer or geometry (same formula, charge and spin) is 288.2 kJ/mol. The frontier orbital gap is 8.05 eV. Its SMILES is CCC(=O)c1ccc(OC[C@@H](O)CN2CCN(c3ccccc3)CC2)cc1.